Density functional theory data (ωB97M-V/def2-TZVPD) for a molecular structure, C29H23BrN6O2RhS2 at a distorted geometry.

Element x y z (Å)
Rh -1.44689 1.42184 -0.97475
Br 6.53565 7.47831 7.73826
C 5.29869 6.40473 6.82088
C 4.32484 5.72342 7.53652
C 3.42714 4.92981 6.84756
C 3.49411 4.83165 5.45797
C 4.48379 5.52461 4.74852
C 5.38600 6.30793 5.43126
N 2.52864 4.00471 4.87521
N 2.52973 3.99286 3.61111
C 1.48027 3.25815 3.07865
C 0.64126 2.41604 3.83754
C -0.35803 1.69100 3.26049
C -0.60779 1.76063 1.84469
O -1.52573 1.13161 1.29540
C 0.27738 2.63032 1.05008
N 0.04388 2.67303 -0.27789
C 0.81400 3.43242 -1.04233
C 1.85210 4.20465 -0.51753
C 2.10154 4.17141 0.83091
C 1.30062 3.36007 1.65471
H 4.27840 5.81207 8.61218
H 2.65545 4.37861 7.36812
H 4.53652 5.43018 3.67439
H 6.16174 6.84584 4.90520
H 0.82426 2.35754 4.90028
H -1.00014 1.04267 3.84099
H 0.60434 3.41682 -2.10299
H 2.44904 4.81062 -1.18350
H 2.90098 4.74924 1.27056
C -3.71134 -7.23501 -2.86636
C -2.74070 -6.10369 -2.66293
O -3.07776 -4.99424 -2.32324
S -1.05547 -6.56530 -3.01250
C -0.28601 -4.99859 -2.72922
C 0.09411 -4.64222 -1.44032
C 0.44842 -3.33468 -1.16353
C 0.41186 -2.36748 -2.17237
C 0.15906 -2.76593 -3.48804
C -0.19580 -4.07565 -3.76275
C 0.33838 -0.97640 -1.81742
C -0.17890 0.06088 -1.46114
H -4.47223 -7.19359 -2.08928
H -3.21867 -8.20504 -2.86404
H -4.19871 -7.09345 -3.83247
H 0.04910 -5.37502 -0.64541
H 0.66964 -3.03121 -0.14926
H 0.15984 -2.02424 -4.27566
H -0.46484 -4.36701 -4.76962
C -7.26714 1.86124 -1.53505
C -6.25261 1.61798 -0.41558
C -5.09363 0.79972 -0.87105
N -3.94588 1.26094 -1.20468
N -3.04737 0.30707 -1.58186
C -3.51237 -0.92487 -1.55381
N -2.78288 -1.99294 -1.84377
S -5.18166 -0.94874 -1.08264
H -8.08277 2.48544 -1.17391
H -7.69405 0.92396 -1.89319
H -6.79551 2.36505 -2.37807
H -6.73230 1.11667 0.42690
H -5.84876 2.56172 -0.04896
H -1.80992 -1.85161 -2.08033
H -3.14310 -2.93525 -1.91539

Calculated values
LUMO (alpha / beta)   -5.201 / -5.873 eV
Energy above the lowest of the compared OMol25 structures with the same formula, charge and spin   30.5 kcal/mol
Largest force on an atom   5.15 eV/Å
Total charge   +1
HOMO level (alpha / beta)   -9.700 / -9.569 eV
Kohn-Sham gap (alpha / beta)   4.5 / 3.7 eV



Density functional theory data (ωB97M-V/def2-TZVPD) for a molecular structure, C7H6Cl2N2O3STmY at a distorted geometry.

Element x y z (Å)
Y -0.60111 0.13292 -3.75597
Tm 0.19830 -0.03433 -0.38714
Cl -1.93437 0.83019 -1.47108
Cl 1.49578 -0.77901 -2.56053
C -1.41907 -1.83134 0.01563
C 0.24233 0.91838 -5.77382
C -0.53093 -1.62312 -5.28946
O -2.37770 -2.47372 -0.13062
O 0.67096 1.24223 -6.80591
O -0.27842 -2.22622 -6.24901
C 1.89763 -0.60275 2.65068
N 0.66103 0.16853 2.48743
C -0.42189 0.05304 3.34943
C -1.35655 0.94392 2.94885
N -0.86063 1.59543 1.83678
C 0.44167 1.19307 1.58318
S 1.56872 1.91608 0.47537
H 1.63058 -1.62824 2.91697
H 2.45123 -0.61241 1.71433
H 2.55134 -0.20604 3.44198
H -0.37844 -0.59703 4.21446
H -2.31995 1.20887 3.38145
H -1.33049 2.41153 1.40700

Calculated values
LUMO (alpha / beta)   -16.751 / -16.752 eV
Energy above the lowest of the compared OMol25 structures with the same formula, charge and spin   19.4 kcal/mol
Largest force on an atom   9.04 eV/Å
Total charge   +4
2S+1   3
HOMO level (alpha / beta)   -22.272 / -22.270 eV
Kohn-Sham gap (alpha / beta)   5.5 / 5.5 eV